No. 1
95
Properties=species:S:1:pos:R:3:forces:R:3 method="wB97M-V/def2-TZVPD" charge=-1 homo_energy_ha=-0.252 lumo_energy_ev=-0.36 relative_energy_kj_mol=399.02
O -32.1209 -33.4344 22.0277 0.50 1.42 1.11
O -39.0925 -31.6263 14.1886 1.06 -3.04 0.90
C -36.4393 -37.5541 21.0435 1.28 1.27 8.28
H -36.1502 -29.4052 16.6658 1.04 2.23 -0.56
O -43.2594 -29.3933 17.6764 -0.14 4.40 2.63
C -35.8724 -27.7408 20.7646 -6.37 1.65 6.84
C -39.8453 -28.0162 14.7422 3.46 -7.76 0.89
O -34.8857 -33.9401 12.2773 -0.81 0.49 2.96
C -34.9873 -32.5063 14.0841 -3.45 2.88 -4.51
O -34.8708 -33.3045 22.0663 2.28 0.14 -0.75
H -34.5896 -28.4186 16.8543 -0.66 0.35 -0.03
O -32.3673 -34.6131 17.4113 -0.42 -0.30 0.70
O -39.0812 -28.5488 22.6156 1.88 -1.34 -2.54
H -34.2779 -31.9149 13.5917 0.46 0.97 -1.69
H -38.7598 -33.7192 20.2742 -0.46 0.07 1.61
H -37.2451 -26.9158 22.5899 0.63 -0.42 -1.27
H -36.1953 -33.9615 19.8668 2.00 0.50 0.37
C -38.1873 -35.2300 21.2869 0.06 0.83 -6.42
H -32.5372 -32.7634 22.6686 0.19 -1.67 -1.56
H -35.8146 -38.9950 20.1516 -0.03 -1.08 -1.85
C -34.3717 -34.3113 18.6184 -6.54 -0.48 1.93
H -34.5238 -32.6123 14.8670 5.42 -2.54 8.63
H -41.9674 -27.5939 11.7720 0.56 -1.60 -1.57
C -36.6096 -36.7329 22.3539 5.44 -6.66 -3.00
O -41.5826 -28.5327 11.4794 -2.64 3.79 -0.13
O -38.6848 -29.8505 16.1050 -0.85 -0.54 -1.57
O -34.8971 -26.8304 20.9220 -6.98 0.22 12.67
C -32.9356 -34.3991 18.4713 0.91 1.27 -0.42
O -37.6265 -35.0168 23.4707 0.10 1.54 3.45
H -38.8847 -31.0071 19.7475 -1.05 -0.23 0.31
C -39.5323 -30.5471 13.9940 -0.80 3.81 -1.62
C -32.8129 -33.6435 20.9069 3.06 -0.34 -2.84
C -36.3010 -27.2306 16.0008 -0.37 0.27 -3.64
H -35.9109 -36.9552 23.2941 -1.74 0.12 -2.34
H -36.9555 -30.6727 19.0831 0.95 0.47 0.39
C -35.5159 -28.4877 16.2607 0.13 -3.09 -3.47
B -38.1244 -32.9036 17.6097 1.34 0.02 -1.43
C -37.2348 -37.2282 19.9047 -1.64 1.59 -1.18
F -38.2772 -32.5842 18.9296 -0.75 0.74 1.58
C -34.2203 -33.5243 21.0203 -5.87 -0.39 0.56
F -37.6325 -34.1837 17.5559 -0.18 -1.29 -0.23
H -39.7465 -27.4022 15.6033 -0.02 0.81 0.10
H -38.5194 -30.8923 16.1765 -0.47 2.81 -1.07
O -45.7051 -30.1370 17.0860 2.91 2.52 0.16
H -41.3518 -31.0425 17.1455 2.64 0.51 0.94
F -39.2988 -32.7877 16.8838 -0.34 0.32 0.29
C -35.3077 -33.7271 13.4507 -0.80 -3.34 -4.26
H -31.1903 -33.9720 19.5495 2.17 0.01 0.08
C -35.6898 -28.8911 19.8812 -1.91 -2.97 -0.23
O -41.3796 -33.2985 15.4731 -1.03 2.80 1.68
H -37.3600 -25.9788 17.0976 -5.76 6.28 -2.08
C -42.2537 -31.2775 16.7421 -3.98 -4.62 -4.35
C -36.7695 -29.9500 19.8955 -5.40 1.75 2.96
C -40.9322 -28.7548 12.5320 6.87 -8.79 3.92
O -38.8348 -33.9239 21.2576 1.90 -3.64 -1.17
H -36.0116 -34.4856 17.5564 -0.90 0.19 0.21
O -43.9080 -33.8328 14.4101 1.34 2.36 2.07
F -37.1392 -32.0761 17.0433 -0.21 0.59 -0.08
H -40.6959 -32.8280 16.0275 0.40 -1.48 -1.01
C -38.0876 -29.7600 20.7368 4.52 -0.66 -3.64
C -38.1836 -28.7159 21.7506 -0.20 3.60 2.87
C -35.0565 -33.8526 19.8605 1.94 -1.96 -5.28
C -39.3034 -29.4353 14.9139 -0.50 4.28 3.81
C -40.2296 -30.1548 12.8228 -4.28 3.67 -2.61
H -40.5209 -31.0777 12.3099 -0.10 0.75 -0.74
H -45.1599 -29.2461 17.4009 -2.01 -2.48 -0.35
H -35.2043 -28.8436 15.1574 -0.44 0.54 2.42
O -39.2075 -30.4161 20.4702 1.61 -0.45 -0.52
C -37.4037 -35.6278 22.4880 -2.78 1.19 -2.50
O -35.1367 -34.8694 17.5537 3.22 1.11 1.95
H -35.6921 -31.8920 14.6106 -1.66 0.32 -0.77
C -36.6776 -26.5797 17.3057 3.76 -2.92 -2.03
H -38.6046 -35.6110 19.0712 1.48 -0.80 1.95
C -37.9828 -35.9507 20.0067 -2.60 2.42 2.22
C -43.4119 -30.4005 17.1012 5.53 -4.25 -2.29
C -36.2514 -34.8343 14.0284 -1.36 3.31 0.70
H -35.8997 -26.0481 17.7376 1.67 0.54 1.08
H -36.3582 -35.5087 13.2177 -0.25 -0.88 -0.38
O -35.6831 -38.7175 21.0395 -1.29 3.11 1.19
O -36.5979 -26.8255 14.7964 1.22 -1.57 5.92
H -35.9531 -35.2675 14.9712 0.49 -0.22 0.11
H -37.2363 -27.1850 17.8981 -0.61 -2.71 2.28
C -40.5516 -27.6949 13.5451 2.11 -6.42 1.60
H -45.7998 -32.3611 15.2863 0.74 0.75 0.48
C -42.4178 -32.4787 15.8017 3.05 2.57 2.80
C -43.6836 -32.8771 15.1952 -3.17 -0.57 -1.07
O -37.2682 -37.9769 18.9430 0.22 -0.04 0.02
C -37.1094 -27.6196 21.7293 3.90 -2.13 -3.50
C -32.2148 -33.9602 19.6567 -2.21 0.37 3.87
C -44.8032 -32.0158 15.6393 -0.07 3.83 3.47
O -41.0728 -26.6873 13.4712 -4.35 8.27 -1.93
O -34.7049 -29.0514 19.1928 0.63 0.83 -0.05
C -44.6324 -30.8216 16.6346 -6.46 -6.48 -5.50
H -37.2860 -34.3180 14.2915 1.91 -0.97 -0.73
H -34.5776 -26.8904 20.1943 7.93 -0.34 -14.20

=====

No. 2
78
Properties=species:S:1:pos:R:3:forces:R:3 method="wB97M-V/def2-TZVPD" charge=+1 homo_energy_ha=-0.407 lumo_energy_ev=-2.96 relative_energy_kj_mol=5.64
C 1.1017 -3.8012 2.2158 -0.05 0.01 0.02
H 3.3176 1.0476 -3.6009 -0.02 0.00 0.00
H -5.0793 1.8605 1.5792 -0.01 0.01 -0.01
B -2.9133 0.0921 0.1729 0.10 0.06 0.00
H -0.5841 -5.1246 -1.6806 0.00 0.01 0.01
H -4.8694 -1.2240 2.3401 0.00 -0.01 -0.01
H 3.9719 -1.0055 -4.8031 -0.01 0.00 0.00
H -4.9447 -1.0832 -3.3385 0.00 0.00 0.00
N -2.4300 -0.2040 -1.2754 -0.06 -0.04 0.06
C 2.6562 5.1229 1.7372 -0.02 -0.01 0.00
C -4.6698 2.5762 0.8659 0.05 -0.06 -0.01
C 2.9255 -1.8298 2.9323 -0.03 0.06 0.01
C 2.5924 -3.9612 -1.4910 0.01 -0.05 -0.02
N 1.0192 -2.3089 -0.8091 -0.12 -0.06 -0.02
H -4.1011 0.0331 0.2050 0.00 0.02 0.02
H 0.9934 1.3136 -2.7801 0.03 0.06 -0.01
H -2.4635 -1.1258 -4.3947 -0.01 0.01 0.02
H 2.3086 -2.7933 -5.1930 -0.01 0.00 0.01
C 2.4366 -4.1231 2.3987 0.02 0.00 0.01
C -1.0289 3.0736 1.0782 -0.13 0.06 -0.07
C 3.3522 -3.1358 2.7453 0.01 -0.03 0.00
C 1.3015 0.3953 -3.2663 -0.05 -0.09 0.00
C 1.3695 3.0952 1.8015 -0.03 -0.05 0.10
C 0.7361 -1.7655 -4.1631 -0.06 0.01 -0.02
C 1.5547 -4.8527 -1.7304 -0.01 0.07 0.03
C 1.5857 -1.5053 2.7560 -0.01 -0.11 -0.04
H 0.0065 -2.5522 -4.3175 0.02 0.00 0.00
H 3.6210 -4.2457 -1.6605 0.00 0.01 0.00
N -1.1061 1.7939 0.7096 0.01 -0.08 0.03
H -5.0994 0.2183 -2.1555 0.00 -0.01 0.00
C -4.4030 -2.1048 1.8981 0.02 0.03 -0.02
H 4.3940 -3.3905 2.8904 -0.01 0.00 0.00
H 3.6308 -1.0676 3.2381 -0.01 0.00 0.00
N -0.9742 -1.0752 1.2790 0.13 -0.21 0.13
N -1.1134 -0.1555 -1.5840 0.10 0.02 -0.04
H 3.4217 3.2303 2.3991 -0.01 0.01 0.00
H -5.0295 3.5678 1.1297 0.00 0.00 0.00
C -4.6161 -0.7372 -2.3613 0.00 0.02 0.03
C 2.2704 -2.6968 -1.0300 0.04 0.01 0.00
C 0.3671 -0.6215 -3.4578 -0.01 -0.02 0.02
N -2.3145 -0.9766 1.1273 0.01 0.06 -0.10
H 0.3861 -4.5635 1.9305 0.02 0.00 0.00
C 0.2479 3.7627 1.3125 0.13 0.04 0.01
C 0.0236 -3.1671 -1.0400 0.03 0.00 0.00
C 0.2410 -4.4498 -1.5010 0.01 -0.05 -0.02
H -5.0546 2.3227 -0.1223 -0.01 0.00 0.01
H -0.9812 -2.8066 -0.8462 0.02 0.00 0.00
Pb 0.5802 0.1385 0.0177 0.07 0.20 -0.02
C -2.9209 -1.9491 1.8309 -0.01 -0.02 0.02
C -3.1775 2.5705 0.8863 0.09 0.04 -0.05
H -0.5123 5.6675 0.6785 0.01 -0.02 0.02
H 1.2282 -0.5016 2.9572 0.04 0.04 0.03
C 2.0276 -1.9030 -4.6448 0.03 0.01 0.00
H 2.7667 -5.1463 2.2715 -0.01 0.01 0.00
N 2.0544 -7.2379 -2.5978 -0.01 0.06 0.02
C -1.9362 -2.7046 2.4501 0.06 -0.10 0.05
N -2.4241 1.4874 0.5986 -0.29 0.04 0.03
C -0.9754 -0.5288 -2.8594 -0.03 0.02 0.04
H 3.5870 5.6496 1.9014 -0.02 0.00 0.00
C 0.3461 5.1309 1.0638 0.00 0.00 -0.12
C -3.1308 -0.6020 -2.3527 0.05 -0.02 -0.07
C 1.8328 -6.1791 -2.2129 0.02 -0.07 -0.02
H -4.6519 -2.9687 2.5097 0.00 0.00 0.00
C 0.6699 -2.4864 2.3771 -0.05 0.03 0.01
H 3.0497 -1.9678 -0.8323 -0.02 -0.01 0.00
C 2.9637 -0.8991 -4.4249 0.00 -0.02 -0.01
H 1.2955 2.0531 2.0896 -0.03 -0.02 0.00
C 1.5390 5.8039 1.2724 0.02 0.00 0.00
C -2.2322 -0.8243 -3.3869 0.00 -0.04 -0.03
H -4.9567 -1.4504 -1.6106 0.00 0.00 -0.01
C -2.3183 3.6084 1.1856 -0.02 -0.01 0.09
H -4.8331 -2.2477 0.9066 0.00 -0.01 0.02
H -2.5976 4.6051 1.4846 0.04 -0.03 0.00
H -2.0814 -3.5426 3.1111 -0.01 0.02 -0.02
C 2.5978 0.2515 -3.7428 0.03 0.05 0.02
H 1.5968 6.8646 1.0664 0.01 -0.01 0.01
C -0.7258 -2.1195 2.0787 -0.06 0.13 -0.11
C 2.5660 3.7653 2.0072 -0.01 0.01 -0.01

=====

Which of these has the lowest charge?
C36H32BF4O22

=====

Among the records above, which one has the lowest charge?
C36H32BF4O22

=====

The highest charge belongs to which entry?
C36H32BN8Pb